C24H27BrN4O2PbS3 as an isolated structure. Source: OMol25; level of theory: ωB97M-V with the def2-TZVPD basis set.

Results
- total energy (eV) = -143178.6965
- energy above the lowest of the compared OMol25 structures with the same formula, charge and spin (eV) = 0.000
- gap between HOMO and LUMO (eV) = 7.47
- charge = 0

Each line ends with the Löwdin charge.
Atoms and positions in Å:
Pb  0.50  0.56  -0.31  0.8478
C  -1.10  1.93  4.05  -0.0296
C  -0.86  1.26  2.73  -0.2823
N  -0.37  1.86  1.71  -0.0811
N  -0.06  3.17  1.86  -0.0238
C  0.23  3.82  0.76  -0.8947
N  0.59  5.11  0.94  0.0645
S  0.18  3.26  -0.88  0.4542
C  -1.23  -0.16  2.59  -0.2279
C  -1.86  -0.84  3.63  -0.0087
C  -2.22  -2.17  3.46  -0.0522
C  -1.92  -2.79  2.26  -0.0475
C  -1.28  -2.06  1.28  -0.1293
N  -0.95  -0.78  1.43  0.0335
H  -0.77  2.96  4.00  0.0610
H  -0.53  1.42  4.83  0.0918
H  -2.15  1.90  4.33  0.0839
H  0.64  5.48  1.87  0.0972
H  0.84  5.67  0.15  0.0745
H  -2.07  -0.34  4.56  0.1031
H  -2.71  -2.71  4.26  0.1098
H  -2.17  -3.83  2.08  0.1066
H  -1.00  -2.51  0.34  0.0809
O  0.90  -2.33  -0.76  -0.6531
S  2.10  -2.31  -1.66  0.9207
C  1.78  -3.57  -2.92  -0.3072
C  0.81  -3.09  -4.01  -0.2309
C  -0.64  -3.56  -3.85  -0.2343
C  -1.47  -2.86  -2.77  -0.3332
S  -1.98  -1.22  -3.32  0.9686
O  -0.76  -0.38  -3.41  -0.5438
C  -2.82  -0.68  -1.81  -0.3755
C  -3.72  -1.47  -1.10  -0.0895
C  -4.33  -0.95  0.03  -0.0811
C  -4.06  0.35  0.44  -0.0765
C  -3.19  1.14  -0.29  -0.0779
C  -2.58  0.63  -1.43  -0.1523
C  3.39  -3.18  -0.77  -0.3922
C  4.64  -3.34  -1.34  -0.0876
C  5.64  -3.96  -0.61  -0.0778
C  5.38  -4.41  0.68  -0.0791
C  4.13  -4.23  1.25  -0.0658
C  3.12  -3.60  0.52  -0.0815
H  1.43  -4.45  -2.39  0.1079
H  2.76  -3.80  -3.35  0.0866
H  1.17  -3.49  -4.96  0.1118
H  0.84  -2.01  -4.10  0.0917
H  -0.64  -4.63  -3.62  0.1141
H  -1.16  -3.46  -4.81  0.1093
H  -0.91  -2.75  -1.84  0.0591
H  -2.39  -3.42  -2.59  0.0859
H  -3.94  -2.48  -1.41  0.1025
H  -5.01  -1.57  0.60  0.1074
H  -4.53  0.75  1.33  0.1084
H  -2.97  2.16  0.01  0.1078
H  -1.90  1.24  -2.01  0.0687
H  4.85  -2.96  -2.33  0.1114
H  6.63  -4.09  -1.04  0.1051
H  6.17  -4.89  1.25  0.1036
H  3.94  -4.55  2.26  0.1072
H  2.15  -3.41  0.95  0.1028
Br  2.75  0.19  1.19  -0.1731

A 2-piece molecular cluster, C24H27Cl2F4N4O8S2 overall. Source: OMol25; level of theory: ωB97M-V with the def2-TZVPD basis set.

Results
- total energy (eV) = -105244.5345
- gap between HOMO and LUMO (eV) = 7.38
- charge = +1

Each line ends with the Löwdin charge.
Atoms and positions in Å:
C  4.03  -1.12  2.46  -0.0671
C  2.84  -2.01  2.54  -0.7049
Cl  3.09  -3.51  3.32  0.7715
C  1.64  -1.73  2.02  -0.7202
Cl  0.28  -2.78  2.10  0.7757
N  1.45  -0.53  1.29  -0.0210
C  1.82  -0.23  0.04  -0.2221
C  2.46  -1.20  -0.87  -0.0761
C  1.48  -1.57  -2.03  -0.1356
C  0.94  -3.00  -1.93  -0.0756
C  -0.52  -3.14  -1.54  -0.5294
O  -1.15  -4.15  -1.65  0.1292
O  -1.07  -2.01  -1.01  0.0609
N  1.49  1.02  -0.27  0.2530
C  0.88  1.51  0.81  -0.3383
N  0.35  2.73  0.94  0.2122
C  0.30  3.71  -0.12  -0.4884
F  -0.01  4.86  0.49  0.1551
F  1.50  3.84  -0.69  0.1540
C  -0.76  3.40  -1.23  -0.2775
F  -1.84  4.16  -1.03  0.1100
F  -1.13  2.11  -1.14  0.0778
N  0.82  0.60  1.81  -0.2703
S  0.08  0.79  3.32  1.1073
C  -1.57  0.15  2.92  -0.3065
C  -2.58  0.99  3.66  -0.5736
O  -2.27  1.80  4.48  0.1097
O  -3.83  0.69  3.29  0.0184
C  -4.79  1.75  3.27  -0.0770
C  -5.17  2.10  1.84  -0.3119
C  -3.96  2.29  0.93  -0.0130
O  -5.94  3.30  1.99  0.0028
C  -6.25  3.95  0.82  -0.5674
O  -6.77  3.40  -0.10  0.1302
C  -5.89  5.42  0.87  -0.4535
S  -5.69  6.01  -0.83  0.7556
H  4.72  -1.49  1.70  0.1003
H  3.77  -0.09  2.21  0.0851
H  4.56  -1.12  3.42  0.0898
H  2.69  -2.11  -0.31  0.0917
H  3.39  -0.77  -1.27  0.1326
H  0.64  -0.88  -1.99  0.1023
H  1.97  -1.40  -2.99  0.1100
H  1.01  -3.50  -2.90  0.1347
H  1.50  -3.62  -1.23  0.1234
H  -1.98  -2.25  -0.78  0.1312
H  -0.08  2.99  1.82  0.1468
H  -0.34  3.58  -2.23  0.1754
H  -1.72  0.26  1.84  0.0902
H  -1.65  -0.91  3.16  0.0732
H  -4.42  2.63  3.80  0.1393
H  -5.68  1.40  3.81  0.1466
H  -5.79  1.29  1.43  0.1609
H  -3.26  3.04  1.33  0.0993
H  -4.25  2.58  -0.08  0.0934
H  -3.45  1.33  0.84  0.0779
H  -6.69  5.94  1.40  0.0992
H  -4.98  5.54  1.46  0.0849
H  -5.28  7.24  -0.49  -0.1392
C  5.12  -5.39  -2.65  0.0237
C  5.50  -5.81  -3.86  0.0356
C  5.50  -4.89  -5.03  -0.3759
O  5.85  -5.26  -6.12  0.1334
C  5.06  -3.49  -4.80  0.0372
C  4.67  -3.08  -3.59  0.0136
C  4.67  -4.00  -2.43  -0.3729
O  4.31  -3.62  -1.33  0.0731
H  5.11  -6.04  -1.79  0.1245
H  5.83  -6.82  -4.04  0.1286
H  5.07  -2.84  -5.66  0.1277
H  4.35  -2.06  -3.41  0.1087

A 3-piece molecular cluster, C24H27F17N2O8P2 overall. Source: OMol25; level of theory: ωB97M-V with the def2-TZVPD basis set.

Results
- total energy (eV) = -109430.8255
- gap between HOMO and LUMO (eV) = 2.91
- charge = +2

Each line ends with the Löwdin charge.
Atoms and positions in Å:
F  -1.78  -3.54  -0.88  0.0914
C  -1.26  -2.48  -0.06  -0.3025
F  0.13  -2.45  -0.31  0.0934
F  -1.54  -2.83  1.27  0.1193
C  -2.03  -1.14  -0.56  -0.1696
F  -2.25  -0.21  0.51  0.0862
F  -3.35  -1.60  -0.90  0.0932
C  -1.44  -0.49  -1.89  -0.1920
F  -2.55  0.13  -2.56  0.0903
F  -0.97  -1.48  -2.77  0.1221
C  -0.38  0.72  -1.62  -0.1709
F  0.36  0.39  -0.45  0.0592
F  -1.22  1.87  -1.47  0.1044
C  0.66  0.97  -2.80  -0.1702
F  1.54  -0.14  -3.06  0.0954
F  -0.14  1.04  -4.00  0.0795
C  1.53  2.29  -2.76  -0.1853
F  2.67  2.09  -3.62  0.1091
F  0.79  3.35  -3.40  0.1136
C  2.06  2.84  -1.38  -0.1686
F  2.65  4.13  -1.68  0.0894
F  1.08  3.14  -0.39  0.0870
C  3.23  2.01  -0.65  -0.2596
F  4.48  2.68  -0.92  0.0976
F  3.40  0.68  -1.04  0.1288
N  3.09  2.05  0.85  0.0495
C  3.43  3.25  1.61  0.1044
C  3.28  3.38  3.14  0.0878
C  2.73  2.16  3.95  -0.0719
C  2.46  2.11  5.51  -0.0783
C  1.14  1.37  5.96  0.0649
C  0.80  1.22  7.47  0.0503
N  1.70  1.77  8.45  0.0676
C  2.92  2.50  8.10  0.0684
C  3.37  2.71  6.62  0.0758
C  2.42  0.86  3.13  0.0768
C  2.62  0.88  1.60  0.0961
H  3.81  4.16  1.03  0.1659
H  3.53  4.33  3.72  0.1344
H  0.46  0.92  5.16  0.1274
H  -0.16  0.64  7.72  0.1643
H  1.44  1.64  9.45  0.1816
H  3.52  2.91  8.99  0.1573
H  4.34  3.26  6.33  0.1370
H  2.01  -0.08  3.65  0.1366
H  2.36  -0.09  1.04  0.1567
C  -0.06  -5.65  1.57  -0.1480
O  -0.08  -6.67  2.55  -0.2726
P  -1.23  -6.53  3.82  0.7298
O  -0.94  -5.05  4.04  -0.3136
O  -0.27  -7.43  4.80  -0.2690
C  1.12  -7.15  4.87  -0.1112
O  -2.46  -6.50  5.02  -0.2405
C  -3.02  -7.77  5.36  -0.1356
H  0.48  -6.02  0.70  0.0922
H  -1.08  -5.38  1.27  0.0724
H  0.46  -4.77  1.95  0.0775
H  1.34  -6.10  4.65  0.0806
H  1.66  -7.79  4.16  0.0893
H  1.47  -7.38  5.88  0.0938
H  -2.30  -8.38  5.90  0.0835
H  -3.36  -8.29  4.46  0.0853
H  -3.88  -7.60  6.01  0.0895
C  -2.75  4.20  -10.44  -0.1283
O  -2.25  4.28  -9.12  -0.2828
P  -2.66  3.02  -8.03  0.7234
O  -4.13  3.02  -8.44  -0.2785
O  -2.45  4.05  -6.76  -0.2821
C  -3.01  5.36  -6.82  -0.1105
O  -2.94  1.72  -6.94  -0.2338
C  -1.84  1.37  -6.10  -0.1686
H  -2.17  4.87  -11.08  0.0872
H  -2.67  3.18  -10.83  0.0876
H  -3.79  4.53  -10.46  0.0911
H  -3.89  5.40  -7.45  0.0903
H  -2.26  6.05  -7.19  0.0860
H  -3.29  5.66  -5.81  0.0897
H  -1.66  2.14  -5.36  0.0667
H  -0.94  1.21  -6.70  0.0858
H  -2.09  0.44  -5.58  0.0798

C24H27F5NO3PtS4 as an isolated structure. Source: OMol25; level of theory: ωB97M-V with the def2-TZVPD basis set.

Results
- total energy (eV) = -93134.8863
- energy above the lowest of the compared OMol25 structures with the same formula, charge and spin (eV) = 0.314
- gap between HOMO and LUMO (eV) = 6.62
- charge = -1

Each line ends with the Löwdin charge.
Atoms and positions in Å:
Pt  -1.01  -0.78  -0.84  0.7566
C  -1.21  -4.21  -1.37  -0.5325
C  -2.04  -3.61  -2.49  -0.4645
S  -2.04  -1.79  -2.72  0.8304
C  -0.87  -1.51  -4.06  -0.5082
C  0.60  -1.69  -3.72  -0.4894
S  1.11  -0.85  -2.19  0.8622
C  2.11  -2.10  -1.36  -0.4976
C  1.35  -3.18  -0.62  -0.5248
S  0.56  -4.44  -1.66  0.8817
H  -1.60  -5.21  -1.18  0.0712
H  -1.33  -3.62  -0.46  0.0382
H  -3.09  -3.83  -2.28  0.0761
H  -1.81  -4.05  -3.46  0.0794
H  -1.08  -0.48  -4.37  0.0691
H  -1.16  -2.16  -4.89  0.0841
H  1.20  -1.29  -4.55  0.0799
H  0.83  -2.75  -3.61  0.0317
H  2.68  -1.51  -0.64  0.0791
H  2.81  -2.51  -2.09  0.0829
H  0.60  -2.74  0.04  0.0349
H  2.07  -3.72  0.01  0.0749
F  -4.07  -0.02  -0.84  0.0397
C  -3.79  -0.84  0.21  -0.2477
C  -2.50  -1.29  0.40  -0.2291
C  -2.32  -2.12  1.51  -0.2485
F  -1.12  -2.67  1.77  0.0603
C  -3.35  -2.46  2.36  -0.1482
F  -3.13  -3.27  3.41  0.1086
C  -4.62  -1.98  2.13  -0.1461
F  -5.63  -2.31  2.95  0.1083
C  -4.85  -1.16  1.04  -0.1518
F  -6.08  -0.69  0.81  0.1040
C  0.81  2.05  3.40  -0.0428
C  1.48  0.87  2.69  -0.6183
C  2.84  1.33  2.12  -0.0320
C  1.69  -0.28  3.68  -0.0634
C  0.64  0.39  1.58  -0.1091
C  -0.04  -0.07  0.69  -0.2255
H  1.43  2.36  4.25  0.0883
H  -0.17  1.76  3.77  0.0827
H  0.71  2.91  2.74  0.0608
H  3.48  1.68  2.93  0.0914
H  2.70  2.15  1.42  0.0698
H  3.34  0.50  1.61  0.0763
H  2.33  0.06  4.50  0.0796
H  2.16  -1.13  3.20  0.0764
H  0.74  -0.60  4.10  0.0797
N  -0.75  1.78  -2.14  0.0354
C  0.09  2.69  -1.46  -0.3493
C  1.42  2.85  -1.84  -0.0555
C  2.26  3.68  -1.11  -0.0634
C  1.79  4.35  0.01  -0.2823
C  0.46  4.21  0.37  -0.0717
C  -0.38  3.38  -0.34  -0.0410
S  2.90  5.37  0.99  0.3895
O  2.63  6.73  0.56  -0.3690
O  4.23  4.88  0.66  -0.3780
O  2.49  5.09  2.36  -0.3749
H  -1.72  2.01  -1.99  0.0809
H  -0.58  1.80  -3.14  0.0753
H  1.80  2.32  -2.71  0.0930
H  3.30  3.79  -1.38  0.1079
H  0.11  4.73  1.25  0.1141
H  -1.41  3.24  -0.03  0.1102

Among the records above, which one has the lowest total energy? C24H27BrN4O2PbS3

Among the records above, which one has the highest charge? C24H27F17N2O8P2

What is the formula in the first record? C24H27BrN4O2PbS3